Molecular formula: C45H66O36
Method: DFT, ωB97M-V/def2-TZVPD

The strongest force on any atom comes out at 10.62 eV/Å. Its highest occupied orbital energy is -9.53 eV. The energy above the lowest of the compared OMol25 structures with the same formula, charge and spin is 240.8 kJ/mol.

Geometry as XYZ:
```
147
Properties=species:S:1:pos:R:3:forces:R:3:mulliken_charge:R:1
C -0.61230 2.21525 5.22963 -0.26 -0.53 -0.03 0.150
C -0.96376 0.73019 5.02737 1.01 0.10 0.57 0.343
O -2.35581 0.72993 4.77875 0.03 -0.07 -0.49 -0.121
C -2.86135 1.97579 4.94370 0.04 -0.03 -0.03 0.570
O -4.00544 2.24443 4.78961 -0.04 0.14 0.05 -0.537
O -1.89071 2.84605 5.30474 -0.08 0.01 0.05 -0.360
H -0.07341 2.62403 4.37646 0.07 0.05 0.03 -0.244
H -0.06246 2.35700 6.15622 -0.01 0.29 -0.01 0.385
H -0.76813 0.13095 5.91969 -0.12 0.11 0.08 0.283
H -0.34149 0.30542 4.24165 -0.58 -0.13 -0.35 -0.351
C -0.22697 -1.37389 -3.74221 0.48 -0.91 2.01 1.025
C -1.15156 -2.27195 -4.51958 -0.89 1.02 -0.08 -0.301
O -0.27082 -2.88355 -5.45527 -0.09 0.11 -0.28 -0.395
C 0.82446 -2.08291 -5.61341 -0.34 -0.23 0.90 0.494
O 1.65511 -2.21797 -6.44318 0.16 -0.02 -0.25 -0.545
O 0.85856 -1.15682 -4.62077 -0.04 0.46 -0.78 -0.109
H 0.18457 -1.88851 -2.85921 0.00 -0.14 -0.23 -0.752
H -0.65229 -0.47773 -3.29567 -0.07 0.35 -0.81 0.137
H -1.91679 -1.64361 -4.99729 0.28 -0.24 -0.54 0.331
H -1.73547 -2.97604 -3.93379 0.53 -0.40 0.09 0.203
C -0.00328 0.04185 -0.49506 0.12 -0.66 1.34 2.831
C -0.33945 -0.24535 0.98669 -0.93 -0.16 -0.10 0.769
O -0.17954 1.03028 1.61697 0.20 -0.01 0.35 -0.397
C 0.31979 1.93134 0.76243 -0.07 -0.65 0.03 -0.276
O 0.54829 3.06452 1.04038 0.17 0.26 -0.17 -0.315
O 0.54701 1.35699 -0.44171 -0.06 0.57 -0.41 -0.306
H -0.90497 -0.00938 -1.09848 0.43 0.24 -0.15 -0.738
H 0.77472 -0.65638 -0.79129 0.03 0.15 -0.56 -0.853
H 0.24008 -1.02955 1.46496 0.59 0.43 0.01 -0.476
H -1.37314 -0.54229 1.16522 -0.04 0.11 -0.37 -0.290
C -4.04617 -1.47888 2.42080 0.04 0.03 -0.45 -1.172
C -4.56899 -0.15280 1.92845 0.03 0.60 -0.21 0.956
C -5.16804 -0.09546 0.51693 -2.73 1.54 3.25 -0.319
O -6.35539 0.67559 0.67244 -0.07 1.71 0.88 -0.567
C -6.72978 0.62242 1.99108 0.22 -0.09 -1.11 0.596
O -7.82528 0.88061 2.36601 -0.13 0.18 0.32 -0.585
O -5.71777 0.16142 2.72860 -0.09 0.12 0.50 -0.503
H -4.78078 -2.25149 2.18490 0.05 -0.11 0.12 0.242
H -3.87436 -1.44981 3.49402 -0.02 0.16 0.00 0.534
H -3.11273 -1.73277 1.92224 0.00 -0.08 0.03 -0.050
H -3.82130 0.64209 2.02403 -0.07 0.01 0.43 0.083
H -5.51848 -1.11181 0.28809 -1.73 4.48 3.05 0.248
H -4.48023 0.26416 -0.23878 -0.80 0.88 0.38 0.321
C 3.64419 1.05330 -5.59979 1.10 -0.26 0.15 -1.553
C 2.97995 1.94760 -4.58918 -0.57 -0.48 -0.51 0.884
C 3.33311 1.59816 -3.15164 0.88 -0.34 0.73 0.512
O 4.01278 2.76024 -2.66283 -0.39 0.16 0.09 -0.115
C 3.89730 3.76358 -3.54680 -0.02 0.24 -0.36 0.378
O 4.19091 4.89477 -3.34115 0.14 -0.02 -0.01 -0.533
O 3.39980 3.31044 -4.73084 -0.23 -0.11 0.40 -0.427
H 3.29725 0.02804 -5.46548 -0.10 0.02 -0.06 0.243
H 4.72225 1.06322 -5.39634 -0.05 -0.10 -0.02 0.410
H 3.54402 1.33213 -6.64611 -0.43 0.23 0.08 0.368
H 1.89831 1.86869 -4.73317 -0.02 0.42 0.03 0.109
H 4.04761 0.78454 -3.01369 -0.13 -0.13 -0.46 0.432
H 2.50004 1.35362 -2.49163 -0.26 0.29 -0.24 -0.712
C 3.04244 -5.52265 -4.14014 0.30 0.17 -1.07 -1.751
C 3.30975 -4.64366 -2.95022 0.41 -0.43 -0.34 0.772
C 4.72868 -4.06042 -2.91556 -0.18 -0.56 0.18 -0.589
O 4.51981 -2.75005 -2.40544 0.05 0.34 0.06 -0.394
C 3.22648 -2.40221 -2.52947 0.56 -0.62 -0.15 -0.232
O 2.78580 -1.33013 -2.27829 -0.35 0.20 0.08 0.523
O 2.50583 -3.46305 -2.97769 -0.42 0.27 0.18 -0.190
H 2.00654 -5.81169 -4.31071 -0.08 -0.01 0.48 0.349
H 3.66650 -6.41747 -4.10668 -0.10 -0.06 0.23 0.425
H 3.33831 -5.00411 -5.05919 -0.02 0.10 0.12 0.372
H 3.12024 -5.21368 -2.03519 -0.19 0.28 0.14 0.121
H 5.20323 -4.02374 -3.89674 -0.13 0.17 -0.06 0.380
H 5.36823 -4.62571 -2.24065 0.08 0.19 0.07 0.274
C -0.66991 -5.67355 5.31427 0.14 -0.47 -0.05 -1.536
C -1.04017 -4.80160 4.14597 -0.79 0.06 -0.54 0.651
C -2.10874 -3.70028 4.39005 0.33 -0.86 -0.22 -0.555
O -1.44212 -2.49506 4.03538 0.11 0.12 0.29 0.078
C -0.15951 -2.73622 3.71325 -0.20 0.10 0.42 0.657
O 0.63923 -1.87244 3.51627 0.18 -0.12 -0.29 -0.548
O 0.10208 -4.05513 3.68153 -0.02 0.08 -0.03 -0.441
H 0.30060 -6.15548 5.17885 0.22 0.50 -0.06 0.356
H -1.31146 -6.55545 5.37952 -0.49 0.41 0.20 0.386
H -0.68732 -5.08505 6.23034 0.10 -0.25 0.16 0.364
H -1.45101 -5.36750 3.30778 0.59 -0.31 -0.03 0.186
H -2.46033 -3.69738 5.42140 0.07 0.36 0.00 0.425
H -2.92639 -3.87036 3.69515 -0.19 0.27 0.14 0.146
C -0.54628 5.56242 3.34948 0.36 0.03 -0.79 -0.887
C 0.75727 5.61258 4.11433 -0.28 -0.29 0.11 0.624
C 1.97569 5.24456 3.25962 -0.29 -0.35 -0.55 0.437
O 2.69394 6.46267 3.12070 0.15 0.00 0.34 -0.409
C 2.16044 7.41265 3.92408 0.03 -0.28 -0.05 0.523
O 2.60742 8.50287 4.06284 -0.02 0.12 0.02 -0.552
O 1.06141 6.94049 4.55563 0.06 0.05 0.00 -0.429
H -1.41063 5.97531 3.86124 0.11 -0.06 0.29 0.421
H -0.73217 4.52391 3.06209 -0.14 0.02 0.14 0.005
H -0.39987 6.09566 2.40566 -0.14 0.10 0.07 0.231
H 0.70045 4.96212 4.98992 0.04 0.22 0.15 0.221
H 1.70606 4.90146 2.26086 -0.17 0.12 0.03 -0.346
H 2.57304 4.44587 3.70828 0.30 0.36 0.19 0.212
C -6.81730 -1.28247 -1.26291 -1.46 -0.87 0.19 -1.681
C -5.72892 -2.32280 -1.17927 0.36 -0.31 -1.05 0.581
C -5.03990 -2.56746 -2.53261 0.37 -0.10 0.18 -0.687
O -3.84462 -1.76906 -2.43592 0.06 0.10 -0.48 -0.355
C -3.66528 -1.34605 -1.18192 0.02 -1.24 0.02 0.463
O -2.77603 -0.63957 -0.81496 0.15 -0.27 -0.26 -0.873
O -4.64425 -1.79532 -0.37599 5.71 -7.14 -5.40 0.123
H -6.51484 -0.36871 -1.76929 0.13 0.02 0.14 0.294
H -7.18728 -1.06604 -0.25986 -0.21 0.27 -0.49 0.536
H -7.68164 -1.69704 -1.79101 0.23 -0.11 -0.24 0.574
H -5.98948 -3.25791 -0.69293 -0.44 0.06 -0.06 0.330
H -5.57626 -2.21414 -3.40875 -0.28 0.06 0.17 0.421
H -4.76727 -3.61157 -2.68771 0.13 0.03 0.07 0.275
C 4.12552 3.55188 0.56182 1.00 0.28 -0.64 -1.184
C 4.20732 2.18996 1.22473 -1.11 0.78 -1.22 0.825
C 3.67124 1.02849 0.34993 -1.07 0.46 0.90 2.373
O 4.73570 0.11051 0.28694 0.13 -0.39 -0.11 -0.476
C 5.80507 0.57318 0.98025 -0.21 0.46 -0.13 0.514
O 6.84599 0.01201 1.06759 0.00 -0.13 0.06 -0.577
O 5.52764 1.78137 1.52174 0.24 -0.20 0.40 -0.410
H 4.57209 4.35331 1.15503 -0.52 -0.12 0.51 0.441
H 3.08324 3.74869 0.31190 -0.01 0.24 0.15 0.084
H 4.70943 3.64927 -0.35897 -0.20 -0.56 -0.12 0.216
H 3.54248 2.29619 2.08692 0.67 -0.48 0.56 0.038
H 3.26438 1.27925 -0.62381 0.68 0.29 -0.23 -1.171
H 2.79079 0.62842 0.87130 0.38 -0.61 0.07 -0.722
C -1.28535 5.43474 -3.53078 -0.03 0.24 0.31 -1.689
C -0.59199 4.83523 -2.33076 0.30 -1.05 -0.27 0.802
C 0.94042 4.57811 -2.47209 -1.43 -0.14 0.01 0.624
O 1.50222 5.27849 -1.38508 0.21 0.19 0.01 -0.301
C 0.53907 5.88136 -0.64624 0.30 -0.31 -0.60 0.659
O 0.75960 6.54561 0.30481 -0.03 0.23 0.53 -0.572
O -0.67946 5.63754 -1.16343 -0.34 0.23 -0.01 -0.375
H -0.92834 6.45113 -3.69897 -0.07 -0.02 -0.20 0.391
H -2.36327 5.43421 -3.36878 0.01 0.24 0.05 0.432
H -1.11526 4.81008 -4.40830 0.22 0.06 -0.03 0.369
H -1.08164 3.87466 -2.13551 0.01 0.11 0.32 -0.103
H 1.27995 4.93561 -3.44289 0.46 0.06 0.17 0.342
H 1.09391 3.50716 -2.33358 0.44 0.03 -0.16 -0.523
C 1.85660 -3.48719 0.23351 -0.93 -0.50 0.12 -0.633
C 0.59070 -4.08130 -0.37121 0.69 -0.74 0.26 0.676
C 0.35216 -5.56298 -0.00154 -0.22 0.38 0.41 -0.653
O -0.98080 -5.57588 0.53931 -0.14 0.24 -0.22 -0.420
C -1.41809 -4.30853 0.71195 0.52 -0.58 0.16 -0.298
O -2.43057 -4.02474 1.26861 -0.27 0.11 -0.08 -0.426
O -0.53015 -3.42913 0.23172 -0.34 0.45 -0.31 0.747
H 1.80125 -2.41529 0.06730 0.57 0.07 0.00 -0.799
H 2.73649 -3.96599 -0.18915 0.15 0.29 -0.12 0.300
H 1.84185 -3.70403 1.30368 0.09 0.22 0.04 0.628
H 0.58560 -3.96039 -1.45567 -0.30 0.28 0.05 0.019
H 1.00570 -5.87882 0.81203 0.20 -0.12 -0.20 0.335
H 0.38633 -6.24227 -0.84741 0.08 -0.05 0.01 0.297
```
Positions in Å, forces in eV/Å.